Computed, not measured: the molecule C4H8ClNOS, with the ωB97M-V functional and the def2-TZVPD basis.

The relative energy (zero: lowest compared OMol25 entry of this formula, charge and spin) comes out at 451.5 kJ/mol. The total energy comes out at -31168.752 eV. Its HOMO energy (alpha / beta) is -7.7 / -8.0 eV. The value obtained for the frontier orbital gap (alpha / beta) is 7.6 / 7.5 eV.

Cartesian coordinates (Å):
C (-0.96500, -0.75784, 0.31585)
C (-0.14409, -0.15702, -0.93416)
C (-2.24334, -1.35619, 0.12423)
C (1.44935, 1.40337, 0.21800)
N (1.16099, 0.05398, -0.38775)
O (3.44080, -0.77348, 0.63050)
S (2.25238, -1.25795, -0.11803)
Cl (-3.65190, -0.41634, 0.16152)
H (-0.15326, -1.27348, 0.79183)
H (-1.02761, 0.19422, 1.06241)
H (-0.06460, -1.07203, -1.52009)
H (-0.48679, 0.67564, -1.50104)
H (-2.51363, -2.30306, -0.41232)
H (2.50840, 1.27357, 0.40794)
H (1.24500, 2.17199, -0.41951)
H (1.08191, 1.58475, 1.12808)

Computed, not measured: the molecule C2H4NP, with the ωB97M-V functional and the def2-TZVPD basis.

The relative energy (zero: lowest compared OMol25 entry of this formula, charge and spin) comes out at 295.3 kJ/mol. Its spin multiplicity is 3. The total energy comes out at -12911.697 eV. Its HOMO energy (alpha / beta) is -5.3 / -9.9 eV. The value obtained for the frontier orbital gap (alpha / beta) is 6.2 / 7.6 eV.

Cartesian coordinates (Å):
C (0.17499, 0.60418, 0.04397)
C (-0.31361, -0.55526, -0.78390)
N (0.39313, 1.81416, 0.09804)
P (0.48423, -1.09708, 0.79114)
H (-1.40353, -0.89814, -1.04668)
H (0.26445, -0.80936, -1.67919)
H (0.91823, 2.20202, 0.89457)
H (-0.51789, -1.26052, 1.68204)

The highest relative energy (zero: lowest compared OMol25 entry of this formula, charge and spin) belongs to which entry? C4H8ClNOS

The highest relative energy (zero: lowest compared OMol25 entry of this formula, charge and spin) belongs to which entry? C4H8ClNOS

What did the first record say?
Computed, not measured: the molecule C4H8ClNOS, with the ωB97M-V functional and the def2-TZVPD basis.

The relative energy (zero: lowest compared OMol25 entry of this formula, charge and spin) comes out at 451.5 kJ/mol. The total energy comes out at -31168.752 eV. Its HOMO energy (alpha / beta) is -7.7 / -8.0 eV. The value obtained for the frontier orbital gap (alpha / beta) is 7.6 / 7.5 eV.

Cartesian coordinates (Å):
C (-0.96500, -0.75784, 0.31585)
C (-0.14409, -0.15702, -0.93416)
C (-2.24334, -1.35619, 0.12423)
C (1.44935, 1.40337, 0.21800)
N (1.16099, 0.05398, -0.38775)
O (3.44080, -0.77348, 0.63050)
S (2.25238, -1.25795, -0.11803)
Cl (-3.65190, -0.41634, 0.16152)
H (-0.15326, -1.27348, 0.79183)
H (-1.02761, 0.19422, 1.06241)
H (-0.06460, -1.07203, -1.52009)
H (-0.48679, 0.67564, -1.50104)
H (-2.51363, -2.30306, -0.41232)
H (2.50840, 1.27357, 0.40794)
H (1.24500, 2.17199, -0.41951)
H (1.08191, 1.58475, 1.12808)

Which value of relative energy (zero: lowest compared OMol25 entry of this formula, charge and spin) does entry 2 give? 295.3 kJ/mol